Entry one
Entry from OMol25: a cluster of 21 separate species, H42O21 in total (ωB97M-V/def2-TZVPD).

```
! RIJCOSX wB97M-V def2-TZVPD def2/J DEFGRID3
* xyz 0 1
O 0.8794 2.6355 -1.4538
H 1.4261 1.8656 -1.6604
H 0.8387 2.5854 -0.4770
O 0.8349 0.6349 -5.3872
H 0.0239 1.0324 -5.0279
H 0.5469 -0.2830 -5.2954
O -1.6994 -4.4412 -1.7883
H -0.8164 -4.1236 -1.9898
H -1.5887 -4.9815 -1.0048
O -3.3250 -0.4857 3.0315
H -3.7035 0.0867 3.7016
H -2.8458 -1.2221 3.4444
O -1.0844 1.4186 -2.6308
H -1.6550 2.1622 -2.8452
H -0.2369 1.8639 -2.4102
O -2.9554 2.5522 -1.1986
H -2.4704 2.3531 -0.3930
H -3.1905 1.6471 -1.4209
O -3.5576 -2.4062 -1.9855
H -2.9319 -3.1258 -2.1403
H -3.2578 -1.7016 -2.5669
O 1.0903 -1.5766 0.0679
H 0.1154 -1.3888 0.1535
H 1.4608 -0.7022 -0.0847
O 3.4331 2.9398 -0.4413
H 3.3648 2.0745 0.0427
H 4.3482 3.1621 -0.2261
O 3.9948 0.4959 0.4963
H 4.8135 0.2831 0.9474
H 3.3871 -0.1608 0.9185
O 3.2704 -1.1683 2.4398
H 2.4212 -0.8613 2.8424
H 2.8525 -1.9097 1.9043
O -2.3944 2.2456 2.2779
H -1.5529 2.4115 1.8462
H -3.1546 2.5986 1.8065
O 2.1822 -1.9389 -3.0831
H 2.1971 -2.0498 -2.1294
H 2.9982 -2.3438 -3.3781
O -2.4339 -3.2978 2.8232
H -2.8531 -4.0972 2.4431
H -1.4846 -3.4502 2.5675
O 1.3922 3.4123 3.8799
H 1.5728 2.5313 4.2144
H 0.8317 3.2677 3.1288
O 0.2157 2.2836 1.0444
H 0.1992 1.4211 1.5110
H 0.9268 2.7252 1.5179
O 2.4505 0.2575 -1.9586
H 2.0629 0.2638 -2.8348
H 3.4099 0.3192 -2.0015
O 1.5014 0.2015 3.6670
H 0.5529 0.0647 3.9289
H 1.8224 -0.0540 4.5408
O -2.3504 -0.9046 0.5711
H -3.2498 -0.8550 0.9387
H -2.4120 -1.5931 -0.1051
O -0.8879 0.0218 2.6145
H -1.4905 0.6408 3.0568
H -1.4472 -0.5533 2.0385
O -0.8010 -2.4066 -3.2990
H 0.1460 -2.2219 -3.2081
H -0.8773 -2.0860 -4.2129
*
```

Summary:
- HOMO energy (eV) = -9.776
- orbital gap (eV) = 9.40
- LUMO level (eV) = -0.372

Entry two
Entry from OMol25: a cluster of 21 separate species, H42O21 in total (ωB97M-V/def2-TZVPD).

```
! RIJCOSX wB97M-V def2-TZVPD def2/J DEFGRID3
* xyz 0 1
O -2.0076 0.3437 2.2921
H -1.5014 -0.4992 2.3323
H -2.0388 0.6911 3.1880
O -0.6647 3.6526 -3.8627
H -1.5705 3.2958 -3.7343
H -0.5805 4.2658 -3.1231
O -2.5631 2.3707 -2.4476
H -3.2864 2.8474 -2.0371
H -2.2232 1.6974 -1.8326
O 1.7063 4.4569 1.0489
H 2.1519 3.6229 1.1953
H 2.1701 5.2089 0.6863
O -1.1089 -2.0371 1.4399
H -1.0186 -1.8166 0.5045
H -0.3903 -2.5796 1.7732
O 3.9792 -1.3948 -2.5315
H 3.7282 -0.5072 -2.2793
H 4.2790 -1.9052 -1.7761
O 1.9895 -1.2024 3.8072
H 1.5105 -1.8166 3.2339
H 2.0452 -1.7964 4.5694
O 0.7482 -3.7744 0.4025
H 0.3661 -3.1742 -0.2694
H 0.8277 -4.6646 0.0516
O 0.1150 4.6646 -1.3090
H 0.8727 4.1003 -1.1733
H 0.3171 5.5481 -0.9969
O 1.1083 1.1837 3.7862
H 1.7476 0.4746 4.0444
H 0.8833 1.5422 4.6527
O 0.1938 -0.5311 -0.6136
H -0.3068 -0.6822 -1.4175
H 0.8253 0.1824 -0.5341
O 2.1187 2.2866 -0.7162
H 2.3870 3.1040 -1.1526
H 2.3002 1.5801 -1.3605
O -2.5675 0.0941 -1.0800
H -3.0252 -0.7010 -0.7451
H -2.0136 0.2380 -0.2877
O -1.3079 -2.6740 -1.2682
H -0.9808 -3.1714 -2.0249
H -2.2635 -2.5153 -1.1960
O 2.8169 0.4459 0.6636
H 2.1399 1.1230 0.7423
H 2.3443 -0.3697 0.8767
O 0.2484 1.2900 -2.8950
H 0.7392 2.0025 -2.4874
H 0.0449 1.4698 -3.8130
O -3.4565 -3.5507 1.7406
H -4.0748 -3.0207 2.2587
H -2.8047 -2.8710 1.4789
O -0.9553 3.2298 1.8379
H -1.5039 2.4883 1.5838
H -0.9142 4.0866 1.4218
O -3.9246 -2.2986 -0.6104
H -4.4725 -2.3547 0.1790
H -3.4795 -3.1581 -0.6394
O 2.6974 -3.5665 2.3140
H 2.1240 -4.2551 2.6562
H 2.4731 -3.3880 1.3887
O 0.8127 -2.8231 -2.6363
H 0.4798 -1.9389 -2.4433
H 1.7135 -2.5495 -2.8565
*
```

Summary:
- HOMO energy (eV) = -9.976
- orbital gap (eV) = 9.88
- LUMO level (eV) = -0.099

Most stable = entry one

Entry one
Entry from OMol25: a cluster of 2 separate species, C3H7ClN2O in total (ωB97M-V/def2-TZVPD).

```
! RIJCOSX wB97M-V def2-TZVPD def2/J DEFGRID3
* xyz 0 1
C -1.4427 -1.4261 0.1558
C 0.7610 1.2265 0.5540
C 1.0323 -0.6869 -0.9594
N -1.0390 -0.1517 0.1617
N 0.2475 0.0106 -0.1638
O -2.6205 -1.7358 0.2717
Cl -4.4683 0.4448 -0.1927
H -0.6375 -2.2482 0.2687
H 0.7176 1.9769 -0.1848
H -0.0363 1.3780 1.2454
H 1.6856 0.9838 1.0287
H 0.7471 -1.6776 -1.2965
H -4.3080 -0.7485 -0.1524
H 1.9852 -0.3543 -1.1554
*
```

Summary:
- HOMO energy (alpha / beta) (eV) = -9.095 / -9.095
- orbital gap (alpha / beta) (eV) = 8.79 / 8.79
- LUMO level (alpha / beta) (eV) = -0.301 / -0.301

Entry two
Entry from OMol25: a cluster of 2 separate species, C3H7ClN2O in total (ωB97M-V/def2-TZVPD).

```
! RIJCOSX wB97M-V def2-TZVPD def2/J DEFGRID3
* xyz 0 1
C -2.2009 -1.1627 0.0637
C 0.7320 1.3947 -0.1746
C 1.2050 -0.9062 0.3757
N -2.8183 -0.1881 -0.2554
N 0.4930 0.0022 -0.5038
O -1.7900 -2.2350 0.1819
Cl -2.8684 1.4256 0.1763
H 1.7920 1.6869 -0.2375
H 0.1559 2.0213 -0.8544
H 0.3931 1.5750 0.8460
H 1.0079 -1.9291 0.0618
H 2.2922 -0.7379 0.3903
H 0.8277 -0.7781 1.3918
H 0.7789 -0.1687 -1.4617
*
```

Summary:
- SMILES = O=C=NCl.CNC
- HOMO energy (eV) = -9.077
- orbital gap (eV) = 9.38
- LUMO level (eV) = 0.304

Most stable = entry two

Entry one
Entry from OMol25: a cluster of 2 separate species, C2H9N2 in total (ωB97M-V/def2-TZVPD).

```
! RIJCOSX wB97M-V def2-TZVPD def2/J DEFGRID3
* xyz 0 2
N -1.8399 -0.3378 1.4183
H -2.6702 -0.8443 1.1229
H -1.4284 -0.6393 2.2863
H -2.1254 0.6184 1.5892
H -0.3205 0.4731 0.1763
C 0.5637 -0.6418 -1.5057
C 1.5991 0.9907 0.0484
N 0.4971 0.3354 -0.3967
H 0.4549 -1.6105 -1.0191
H -0.2253 -0.3929 -2.2105
H 1.5313 -0.4689 -1.9579
H 1.5223 1.3754 1.0565
H 2.4412 1.1423 -0.6080
*
```

Summary:
- HOMO energy (alpha / beta) (eV) = -5.283 / -9.385
- orbital gap (alpha / beta) (eV) = 6.18 / 10.26
- <S²> = 0.753
- LUMO level (alpha / beta) (eV) = 0.900 / 0.878

Entry two
Entry from OMol25: a cluster of 2 separate species, C2H9N2 in total (ωB97M-V/def2-TZVPD).

```
! RIJCOSX wB97M-V def2-TZVPD def2/J DEFGRID3
* xyz 0 2
N -2.0218 -0.2051 0.2280
H -2.3365 -0.4998 -0.6881
H -2.6826 0.5137 0.5044
H -1.9574 -0.9917 0.8579
H -0.6286 0.2926 0.0438
C 1.2464 0.9126 0.6363
C 1.0002 -0.9046 -1.0397
N 0.4802 0.0139 -0.1965
H 1.2044 1.9384 0.2314
H 2.3028 0.6414 0.5228
H 0.9362 0.9864 1.6814
H 0.4108 -1.7077 -1.4684
H 2.0460 -0.9899 -1.3133
*
```

Summary:
- HOMO energy (alpha / beta) (eV) = -4.818 / -8.903
- orbital gap (alpha / beta) (eV) = 5.55 / 9.62
- <S²> = 0.753
- LUMO level (alpha / beta) (eV) = 0.727 / 0.714

Most stable = entry one